ORCA calculation (ωB97M-V with the def2-TZVPD basis set) on a 9-piece molecular cluster, C33H76NO26S9 overall at a distorted geometry.

Results
Charge   +1
HOMO level   -11.489 eV
HOMO-LUMO gap   7.29 eV
Electronic energy   -6897.34425 hartree
LUMO energy   -4.198 eV

Positions of all 145 atoms, in Å:
O (5.43, 7.25, -0.75)
C (6.06, 6.24, -0.87)
O (7.12, 6.17, -1.63)
C (7.98, 5.01, -1.62)
C (8.89, 4.90, -0.41)
C (8.62, 3.69, 0.50)
S (10.13, 2.73, 0.81)
C (5.54, 5.05, -0.15)
C (5.63, 5.02, 1.21)
C (5.16, 3.93, 1.87)
N (4.63, 2.93, 1.17)
C (4.52, 2.95, -0.15)
C (4.98, 4.02, -0.85)
H (8.59, 5.13, -2.49)
H (7.43, 4.10, -1.79)
H (8.88, 5.81, 0.16)
H (9.89, 4.79, -0.77)
H (7.82, 3.06, 0.15)
H (8.33, 4.03, 1.48)
H (9.91, 1.55, 0.24)
H (6.06, 5.84, 1.74)
H (5.23, 3.86, 2.93)
H (4.28, 2.13, 1.67)
H (4.08, 2.12, -0.66)
H (4.90, 4.10, -1.91)
O (11.01, -0.91, 2.06)
S (11.30, -0.74, 3.45)
O (12.13, 0.33, 3.90)
O (11.86, -2.11, 4.03)
C (13.02, -2.70, 3.38)
C (14.31, -1.97, 3.70)
C (9.80, -0.71, 4.36)
H (12.84, -2.75, 2.31)
H (13.06, -3.72, 3.75)
H (14.31, -0.96, 3.29)
H (15.15, -2.51, 3.27)
H (14.44, -1.88, 4.78)
H (9.17, -1.54, 4.04)
H (9.32, 0.24, 4.14)
H (10.02, -0.77, 5.42)
O (2.35, 3.58, -2.64)
S (1.25, 4.44, -2.99)
O (0.30, 4.79, -1.98)
O (0.51, 3.83, -4.24)
C (0.04, 2.45, -4.17)
C (-1.18, 2.28, -3.30)
C (1.84, 5.90, -3.76)
H (0.86, 1.81, -3.84)
H (-0.19, 2.18, -5.20)
H (-0.97, 2.49, -2.25)
H (-1.55, 1.26, -3.37)
H (-1.97, 2.96, -3.61)
H (2.55, 5.63, -4.53)
H (2.32, 6.50, -2.99)
H (0.99, 6.44, -4.17)
O (-3.54, 1.31, -5.59)
S (-4.68, 2.11, -5.91)
O (-5.66, 2.41, -4.92)
O (-5.38, 1.52, -7.19)
C (-5.79, 0.12, -7.17)
C (-7.02, -0.12, -6.32)
C (-4.15, 3.62, -6.64)
H (-4.96, -0.49, -6.84)
H (-6.00, -0.13, -8.20)
H (-6.83, 0.08, -5.27)
H (-7.35, -1.15, -6.42)
H (-7.84, 0.54, -6.63)
H (-3.41, 3.40, -7.41)
H (-3.70, 4.22, -5.85)
H (-5.01, 4.14, -7.05)
O (4.90, 3.37, 6.00)
S (5.15, 3.74, 7.37)
O (4.30, 3.24, 8.40)
O (5.20, 5.32, 7.45)
C (4.07, 6.08, 6.95)
C (2.86, 6.02, 7.86)
C (6.83, 3.43, 7.78)
H (3.82, 5.74, 5.94)
H (4.43, 7.10, 6.87)
H (2.45, 5.01, 7.92)
H (2.08, 6.68, 7.49)
H (3.14, 6.32, 8.87)
H (7.46, 3.83, 7.00)
H (6.94, 2.35, 7.84)
H (7.05, 3.89, 8.74)
O (-9.50, -5.25, -8.04)
S (-9.30, -5.03, -6.64)
O (-8.60, -3.86, -6.20)
O (-8.62, -6.31, -6.01)
C (-7.39, -6.79, -6.60)
C (-6.20, -5.92, -6.26)
C (-10.83, -5.14, -5.79)
H (-7.52, -6.88, -7.68)
H (-7.25, -7.79, -6.20)
H (-6.29, -4.92, -6.70)
H (-5.28, -6.37, -6.64)
H (-6.11, -5.79, -5.18)
H (-11.35, -6.04, -6.11)
H (-11.41, -4.26, -6.05)
H (-10.64, -5.16, -4.72)
O (-12.20, -3.15, -2.46)
S (-13.34, -3.78, -1.87)
O (-13.78, -5.05, -2.37)
O (-14.55, -2.76, -1.87)
C (-14.94, -2.16, -3.13)
C (-15.67, -3.12, -4.04)
C (-13.13, -3.90, -0.14)
H (-14.06, -1.74, -3.61)
H (-15.59, -1.34, -2.86)
H (-15.03, -3.94, -4.37)
H (-16.03, -2.60, -4.93)
H (-16.52, -3.57, -3.53)
H (-12.81, -2.93, 0.25)
H (-12.36, -4.65, 0.03)
H (-14.07, -4.21, 0.31)
O (-12.05, -7.13, -0.47)
S (-12.78, -8.34, -0.71)
O (-12.99, -9.28, 0.35)
O (-12.13, -9.09, -1.95)
C (-10.72, -9.39, -1.89)
C (-10.39, -10.53, -0.95)
C (-14.33, -7.97, -1.45)
H (-10.16, -8.48, -1.63)
H (-10.44, -9.65, -2.91)
H (-10.61, -10.27, 0.08)
H (-9.33, -10.78, -1.02)
H (-10.98, -11.41, -1.20)
H (-14.18, -7.28, -2.28)
H (-14.95, -7.52, -0.69)
H (-14.78, -8.90, -1.79)
O (9.82, 1.74, 7.67)
S (10.84, 1.50, 8.66)
O (10.56, 1.64, 10.05)
O (12.12, 2.36, 8.29)
C (11.96, 3.79, 8.13)
C (11.77, 4.52, 9.45)
C (11.55, -0.08, 8.38)
H (11.13, 3.99, 7.45)
H (12.87, 4.12, 7.65)
H (10.83, 4.24, 9.93)
H (11.76, 5.59, 9.28)
H (12.58, 4.27, 10.14)
H (11.80, -0.18, 7.33)
H (10.81, -0.82, 8.68)
H (12.44, -0.18, 9.00)

---

ORCA calculation (ωB97M-V with the def2-TZVPD basis set) on the molecule C14H19N2O7P at a distorted geometry.

Results
Relative energy (zero: lowest compared OMol25 entry of this formula, charge and spin)   0.0 kJ/mol
Charge   0
SMILES   CCOP(=O)(OCC)/C(=N/OC(=O)c1ccc(OC)cc1)C(N)=O
HOMO level   -8.934 eV
HOMO-LUMO gap   8.65 eV
Electronic energy   -1522.48116 hartree
LUMO energy   -0.283 eV

Positions of all 43 atoms, in Å:
C (-3.77, -3.06, -1.14)
C (-3.02, -1.85, -1.66)
O (-3.80, -0.67, -1.51)
P (-3.68, 0.33, -0.30)
O (-4.74, 1.34, -0.36)
O (-3.70, -0.65, 0.96)
C (-3.19, -0.32, 2.24)
C (-3.51, 1.11, 2.65)
C (-1.96, 0.99, -0.38)
N (-1.13, 0.07, -0.12)
O (0.22, 0.37, -0.19)
C (1.04, -0.71, -0.04)
O (0.63, -1.84, 0.09)
C (2.44, -0.29, -0.09)
C (3.43, -1.26, 0.05)
C (4.77, -0.92, 0.02)
C (5.14, 0.42, -0.15)
O (6.41, 0.87, -0.19)
C (7.47, -0.05, -0.06)
C (4.14, 1.39, -0.29)
C (2.81, 1.05, -0.26)
C (-1.64, 2.41, -0.77)
N (-2.71, 3.11, -1.18)
O (-0.51, 2.86, -0.72)
H (-3.97, -2.95, -0.08)
H (-3.18, -3.96, -1.30)
H (-4.72, -3.16, -1.66)
H (-2.83, -1.95, -2.74)
H (-2.07, -1.74, -1.13)
H (-3.66, -1.03, 2.93)
H (-2.11, -0.48, 2.25)
H (-4.58, 1.29, 2.55)
H (-3.21, 1.28, 3.68)
H (-2.98, 1.81, 2.00)
H (3.13, -2.29, 0.18)
H (5.51, -1.69, 0.13)
H (8.38, 0.54, -0.13)
H (7.44, -0.56, 0.91)
H (7.46, -0.79, -0.87)
H (4.45, 2.41, -0.42)
H (2.05, 1.80, -0.37)
H (-3.64, 2.73, -1.10)
H (-2.58, 4.07, -1.43)

---

ORCA calculation (ωB97M-V with the def2-TZVPD basis set) on C49H63N6OP2S5SbTi as an isolated structure at a distorted geometry.

Results
<S²>   0.765
Relative energy (zero: lowest compared OMol25 entry of this formula, charge and spin)   221.5 kJ/mol
Multiplicity   2
Charge   -1
HOMO level (spin up / spin down)   -3.083 / -3.332 eV
HOMO-LUMO gap (spin up / spin down)   4.46 / 4.67 eV
Electronic energy   -6072.31297 hartree
LUMO energy (spin up / spin down)   1.374 / 1.339 eV

Positions of all 128 atoms, in Å:
Ti (0.09, -0.33, 0.22)
C (-4.56, 0.37, -3.75)
C (-3.73, -0.25, -2.61)
C (-4.15, -1.72, -2.55)
P (-1.82, -0.08, -2.46)
C (-1.12, -0.05, -4.24)
C (-2.02, 0.37, -5.41)
C (0.14, 0.81, -4.30)
C (-1.61, 1.67, -1.92)
C (-2.62, 2.61, -2.16)
C (-2.49, 3.95, -1.87)
C (-3.59, 4.93, -2.19)
C (-1.28, 4.38, -1.32)
C (-0.28, 3.48, -1.05)
C (-0.39, 2.10, -1.31)
N (0.61, 1.20, -0.92)
C (1.94, 1.51, -1.14)
C (2.29, 2.53, -2.05)
C (3.59, 2.98, -2.21)
C (4.63, 2.39, -1.50)
C (6.04, 2.91, -1.58)
C (4.32, 1.29, -0.72)
C (3.02, 0.80, -0.55)
P (2.78, -0.72, 0.47)
C (4.08, -0.41, 1.82)
C (3.67, -1.06, 3.15)
C (5.54, -0.83, 1.53)
C (3.46, -2.18, -0.53)
C (4.15, -3.28, 0.28)
C (4.28, -1.80, -1.76)
H (-5.58, 0.53, -3.37)
H (-4.64, -0.32, -4.59)
H (-4.19, 1.31, -4.13)
H (-4.01, 0.22, -1.67)
H (-3.78, -2.27, -3.41)
H (-5.24, -1.79, -2.54)
H (-3.79, -2.20, -1.64)
H (-0.83, -1.10, -4.39)
H (-2.38, 1.39, -5.27)
H (-2.86, -0.30, -5.55)
H (-1.42, 0.35, -6.32)
H (-0.13, 1.87, -4.24)
H (0.66, 0.64, -5.24)
H (0.82, 0.57, -3.49)
H (-3.55, 2.28, -2.58)
H (-4.47, 4.41, -2.56)
H (-3.27, 5.64, -2.95)
H (-3.86, 5.50, -1.30)
H (-1.14, 5.43, -1.09)
H (0.64, 3.86, -0.63)
H (1.52, 2.99, -2.64)
H (3.79, 3.79, -2.91)
H (6.08, 3.85, -2.12)
H (6.69, 2.20, -2.10)
H (6.45, 3.05, -0.58)
H (5.13, 0.80, -0.22)
H (4.04, 0.68, 1.95)
H (3.41, -2.11, 3.02)
H (2.81, -0.56, 3.59)
H (4.49, -0.99, 3.86)
H (5.73, -1.81, 1.96)
H (6.22, -0.11, 2.00)
H (5.77, -0.88, 0.47)
H (2.54, -2.63, -0.90)
H (3.75, -3.35, 1.29)
H (5.23, -3.13, 0.33)
H (3.96, -4.23, -0.21)
H (5.21, -1.30, -1.50)
H (3.72, -1.14, -2.42)
H (4.53, -2.71, -2.31)
S (0.25, -5.11, -0.86)
Sb (-0.83, -3.34, -1.81)
S (0.74, -1.44, -1.83)
S (-1.82, -1.81, -0.04)
N (0.53, -1.70, 4.24)
C (0.53, -3.09, 4.24)
C (0.55, -3.78, 5.45)
C (0.65, -5.16, 5.47)
C (0.73, -5.88, 4.29)
C (0.68, -5.21, 3.07)
C (0.58, -3.82, 3.05)
S (0.45, -3.03, 1.49)
N (0.21, -1.41, 1.89)
C (0.44, -0.92, 3.09)
C (0.71, 0.46, 3.16)
C (1.07, 1.14, 4.36)
C (1.35, 2.48, 4.32)
C (1.28, 3.15, 3.09)
C (0.99, 2.42, 1.96)
N (0.71, 1.12, 1.96)
H (0.18, -1.27, 5.08)
H (0.48, -3.22, 6.38)
H (0.67, -5.68, 6.42)
H (0.82, -6.95, 4.31)
H (0.72, -5.73, 2.12)
H (1.14, 0.59, 5.29)
H (1.62, 3.01, 5.23)
H (1.48, 4.21, 3.02)
H (0.98, 2.90, 1.00)
C (-3.30, -3.62, 3.35)
C (-3.39, -2.51, 4.39)
C (-4.01, -1.22, 3.85)
N (-3.21, -0.63, 2.79)
C (-2.66, 0.57, 2.71)
S (-2.23, 1.20, 1.19)
N (-2.54, 1.43, 3.79)
C (-2.25, 1.22, 5.13)
O (-2.14, 0.11, 5.60)
C (-2.05, 2.44, 5.93)
C (-1.55, 2.27, 7.23)
C (-1.24, 3.36, 8.02)
C (-1.42, 4.65, 7.53)
C (-1.96, 4.83, 6.27)
C (-2.28, 3.75, 5.47)
H (-2.87, -4.52, 3.79)
H (-2.67, -3.33, 2.50)
H (-4.29, -3.87, 2.96)
H (-2.40, -2.28, 4.78)
H (-4.01, -2.85, 5.23)
H (-4.11, -0.50, 4.66)
H (-5.01, -1.43, 3.45)
H (-3.12, -1.18, 1.94)
H (-2.30, 2.36, 3.46)
H (-1.41, 1.26, 7.59)
H (-0.84, 3.21, 9.01)
H (-1.15, 5.50, 8.14)
H (-2.13, 5.83, 5.90)
H (-2.72, 3.93, 4.50)

---

ORCA calculation (ωB97M-V with the def2-TZVPD basis set) on C39H31AuBr3GeIN4O2 as an isolated structure at a distorted geometry.

Results
Relative energy (zero: lowest compared OMol25 entry of this formula, charge and spin)   30.7 kJ/mol
Charge   0
HOMO level (spin up / spin down)   -7.178 / -7.178 eV
HOMO-LUMO gap (spin up / spin down)   5.87 / 5.88 eV
Electronic energy   -12106.57710 hartree
LUMO energy (spin up / spin down)   -1.307 / -1.300 eV

Positions of all 82 atoms, in Å:
Au (-0.19, 0.26, -0.29)
Br (-2.70, -4.21, 0.46)
C (-3.33, -2.62, -0.34)
C (-4.67, -2.56, -0.77)
C (-5.18, -1.43, -1.33)
Br (-6.99, -1.40, -1.87)
C (-4.36, -0.28, -1.50)
C (-4.79, 0.95, -2.03)
C (-3.92, 2.00, -2.14)
C (-2.59, 1.82, -1.72)
N (-2.17, 0.69, -1.22)
C (-3.02, -0.37, -1.09)
C (-2.46, -1.55, -0.47)
O (-1.23, -1.57, -0.08)
H (-5.29, -3.43, -0.64)
H (-5.82, 1.05, -2.35)
H (-4.24, 2.95, -2.53)
H (-1.87, 2.62, -1.81)
Br (4.76, -1.85, 3.10)
C (3.68, -3.39, 2.87)
C (3.93, -4.47, 3.71)
C (3.17, -5.62, 3.60)
C (2.15, -5.69, 2.66)
C (1.90, -4.61, 1.83)
C (2.68, -3.45, 1.92)
I (2.22, -1.90, 0.61)
H (4.72, -4.40, 4.44)
H (3.36, -6.46, 4.26)
H (1.54, -6.58, 2.58)
H (1.11, -4.65, 1.10)
C (1.06, 1.69, -0.52)
Ge (2.29, 1.89, -2.04)
C (1.38, 1.73, -3.75)
C (1.99, 2.30, -4.86)
C (1.40, 2.21, -6.12)
C (0.19, 1.56, -6.27)
C (-0.43, 0.99, -5.17)
C (0.16, 1.08, -3.91)
C (3.10, 3.67, -1.95)
C (2.29, 4.78, -1.74)
C (2.82, 6.06, -1.70)
C (4.18, 6.25, -1.87)
C (5.01, 5.16, -2.08)
C (4.47, 3.88, -2.12)
C (3.71, 0.56, -1.95)
C (3.74, -0.49, -2.87)
C (4.72, -1.47, -2.78)
C (5.68, -1.41, -1.78)
C (5.66, -0.36, -0.86)
C (4.67, 0.61, -0.95)
H (0.91, 2.60, 0.07)
H (2.93, 2.82, -4.76)
H (1.89, 2.65, -6.98)
H (-0.28, 1.49, -7.25)
H (-1.38, 0.47, -5.28)
H (-0.33, 0.61, -3.07)
H (1.22, 4.65, -1.62)
H (2.17, 6.91, -1.54)
H (4.60, 7.25, -1.84)
H (6.07, 5.30, -2.22)
H (5.13, 3.03, -2.30)
H (3.00, -0.55, -3.65)
H (4.73, -2.29, -3.49)
H (6.44, -2.17, -1.71)
H (6.40, -0.31, -0.08)
H (4.66, 1.41, -0.22)
C (-3.94, 1.00, 4.25)
N (-2.52, 1.10, 3.95)
C (-1.60, 1.39, 4.90)
C (-0.28, 1.46, 4.62)
C (0.09, 1.18, 3.26)
N (-0.79, 0.91, 2.32)
C (-2.13, 0.87, 2.61)
O (-3.00, 0.66, 1.79)
N (1.39, 1.18, 2.91)
H (-4.09, 1.21, 5.30)
H (-4.30, 0.00, 4.01)
H (-4.49, 1.72, 3.64)
H (-1.99, 1.56, 5.90)
H (0.45, 1.68, 5.38)
H (2.11, 1.35, 3.59)
H (1.64, 0.96, 1.96)